The following is a quantum chemistry calculation of one molecule with the formula C4H5NO at a distorted geometry, from the Open Molecules 2025 dataset.

Geometry (Å):
O: -1.6615 0.5952 0.8504
N: 1.6373 -0.1822 -0.3784
C: -1.9125 -0.5905 0.2686
C: -0.6194 -1.1889 -0.0205
C: -0.4999 1.0344 0.1808
C: 0.3197 -0.2065 -0.0433
H: -0.5162 -2.2447 -0.2364
H: -0.9578 1.2995 -0.7945
H: 2.1388 -1.0599 -0.3892
H: -0.1192 1.9365 0.6399
H: 2.1907 0.6070 -0.0774

As for the LUMO energy: 0.5 eV. As for the energy above the lowest of the compared OMol25 structures with the same formula, charge and spin: 3.453 eV. The calculation puts the HOMO energy at -0.291 Eh. The frontier orbital gap comes out at 8.385 eV.

natural (NBO) population analysis, charges in e, atoms 1 to 4: -0.49 -0.77 0.21 -0.49